Entry 1:
{
  "formula": "C10H34NO13V2",
  "method": "wB97M-V/def2-TZVPD",
  "species": ["V", "V", "O", "O", "O", "O", "O", "O", "O", "O", "O", "O", "O", "O", "O", "N", "C", "C", "C", "C", "C", "C", "C", "C", "C", "C", "H", "H", "H", "H", "H", "H", "H", "H", "H", "H", "H", "H", "H", "H", "H", "H", "H", "H", "H", "H", "H", "H", "H", "H", "H", "H", "H", "H", "H", "H", "H", "H", "H", "H"],
  "positions_angstrom": [[0.051663, -0.200996, -2.497404], [-2.618857, 2.914934, -0.599644], [-3.150567, 3.841054, 0.582456], [-3.045057, 3.626684, -1.963304], [-1.825367, -0.874016, 2.327646], [-1.994617, -1.115456, -3.056404], [0.599283, -1.734726, -2.503144], [-1.330207, 1.217584, -1.390204], [-0.372837, -0.284776, -0.258524], [-4.435937, -0.216466, 1.617236], [2.373653, -0.335796, 0.525316], [0.155783, 0.339184, -4.013514], [-1.399427, 1.374794, 0.661056], [-1.473277, -2.822436, 0.271126], [-0.768467, 4.196924, -0.640714], [-0.164707, 2.251374, 3.066256], [4.182603, -1.512326, 1.779676], [2.865283, -1.569526, 0.945986], [-1.563087, -4.998586, -0.665594], [0.405653, 5.446424, -2.284914], [1.567613, 4.201794, -0.352124], [0.101103, -4.336376, 1.153066], [0.418893, 4.239654, -1.365174], [-0.991627, 0.757654, -0.300914], [-0.647387, -3.899126, -0.096804], [3.068113, -2.387456, -0.299494], [-2.322257, -5.374236, 0.020446], [2.321583, -2.287296, -1.087374], [4.496523, -2.534946, 1.988946], [-2.013087, -4.625516, -1.585604], [-1.461767, -0.220906, 1.729766], [0.577553, -3.511146, 1.682306], [-2.768597, -0.556986, -2.983604], [0.014253, -3.485876, -0.858094], [-0.664107, 1.819484, 3.830566], [-0.436147, 3.220834, 3.147266], [-1.124507, -2.011576, -0.106334], [2.557753, 4.046614, -0.780644], [-1.062947, -5.915866, -0.976314], [0.168643, 6.382554, -1.779364], [1.488363, -0.362266, 0.154976], [-1.739077, -1.703646, 1.858066], [4.062443, -2.323676, -0.741474], [4.981473, -1.016736, 1.228036], [0.430433, 3.309704, -1.933654], [-0.567807, -4.677776, 1.943066], [-3.542077, -0.194796, 1.958986], [0.933903, -4.996306, 0.910116], [3.069873, -3.423636, 0.038786], [4.039073, -0.971666, 2.715196], [1.412163, 5.538124, -2.693114], [-4.506387, -1.066706, 1.183236], [1.472593, 3.289224, 0.236346], [1.423653, 5.025774, 0.346756], [0.831383, 2.085824, 3.043746], [-0.926337, 5.058754, -0.248374], [2.000223, -1.934696, 1.499546], [-0.569777, 1.866624, 2.224846], [-2.313847, -1.914546, -3.475654], [-0.271397, 5.347304, -3.133364]],
  "forces_ev_per_a": [[-1.94, -2.95, -4.06], [0.48, 3.05, -0.81], [0.46, -1.26, -1.11], [0.11, -1.52, 1.84], [0.29, 0.59, 0.83], [0.52, 0.74, 0.77], [-0.30, 3.05, 0.25], [-0.57, 1.44, -5.81], [4.55, -4.01, -0.24], [-0.43, 0.66, -0.50], [2.42, 0.62, 0.74], [0.45, -0.57, 3.39], [-1.19, 2.60, 4.60], [-1.09, 1.09, 0.44], [-2.09, -1.01, 1.43], [-0.64, 0.17, 0.43], [-1.15, 0.41, -0.55], [1.45, 1.75, 1.62], [0.53, -0.24, -0.55], [0.72, -0.23, -0.45], [-0.43, -0.70, -0.05], [0.59, 0.24, 0.03], [1.36, -0.01, -0.82], [-1.39, 1.01, 0.79], [-0.25, -0.88, 0.39], [0.15, -2.46, -1.97], [-0.08, 0.61, 0.20], [-0.13, 0.07, 0.23], [-0.13, 0.04, 0.01], [-0.32, 0.09, 0.17], [-0.01, 0.09, -0.17], [0.14, 0.71, -0.27], [-0.24, 0.42, 0.02], [0.33, -0.60, -0.20], [0.25, -0.75, 0.68], [0.38, 0.74, -0.28], [-0.02, -0.06, -0.12], [0.01, 0.94, -0.16], [0.59, 0.15, 0.08], [0.03, -0.05, 0.27], [-1.88, -0.60, -0.42], [-0.01, -0.84, -0.29], [0.06, 0.99, 0.20], [-0.08, 0.00, -0.13], [0.01, 0.06, -0.31], [-0.06, -0.70, -0.35], [0.30, -0.36, 0.35], [-0.38, -0.59, 0.19], [-0.49, -0.13, 0.20], [-0.09, -0.07, 0.03], [0.01, 0.23, -0.11], [-0.12, -0.28, -0.01], [-0.41, -0.26, 0.27], [0.71, 0.25, -0.15], [0.31, 0.19, 0.53], [-0.38, 0.26, 0.10], [-0.52, -1.04, 0.18], [-0.68, -0.33, -1.33], [0.41, -0.55, -0.23], [-0.12, -0.19, 0.19]],
  "lowdin_spin": [0.00, 0.00, 0.00, 0.00, 0.00, 0.00, 0.00, 0.00, 0.00, 0.00, 0.60, 0.00, 0.00, 0.00, 0.00, 0.00, 0.01, 0.15, 0.00, 0.00, 0.00, 0.01, 0.00, 0.00, 0.00, 0.13, 0.00, 0.00, 0.00, 0.00, 0.00, 0.00, 0.00, 0.00, 0.00, 0.00, 0.00, 0.00, 0.00, 0.00, 0.01, 0.00, 0.01, 0.01, 0.00, 0.00, 0.00, 0.00, 0.01, 0.01, 0.00, 0.00, 0.00, 0.00, 0.00, 0.00, 0.05, 0.00, 0.00, 0.00],
  "homo_lumo_gap_ev": [7.522, 3.533],
  "largest_force_ev_per_a": 6.1,
  "total_charge": 2,
  "multiplicity": 2
}

---

Entry 2:
{
  "formula": "C10H34O7",
  "method": "wB97M-V/def2-TZVPD",
  "species": ["O", "O", "O", "O", "O", "O", "O", "C", "C", "C", "C", "C", "C", "C", "C", "C", "C", "H", "H", "H", "H", "H", "H", "H", "H", "H", "H", "H", "H", "H", "H", "H", "H", "H", "H", "H", "H", "H", "H", "H", "H", "H", "H", "H", "H", "H", "H", "H", "H", "H", "H"],
  "positions_angstrom": [[-5.133952, 0.166920, 0.433379], [-0.178482, -5.273660, 3.841689], [1.183608, 1.420900, -2.113691], [-0.201052, -0.684430, 3.094019], [2.082418, 2.905850, 1.428729], [-4.042732, -0.102030, -3.655621], [0.033328, 0.037690, 0.201879], [-1.778312, -0.060890, -2.912681], [1.444368, -1.845280, 0.343479], [-4.061812, 0.058820, 1.334179], [0.025738, -1.369170, 0.000759], [4.002948, 3.369590, 0.016459], [-2.775622, 0.550660, -3.863781], [0.160088, 0.644890, 3.477019], [0.180998, -4.848850, 2.486099], [2.744578, 3.857310, 0.680079], [2.274498, 0.636550, -2.685241], [1.683158, -1.818090, 1.406659], [-0.757182, -1.833670, 0.600249], [4.728928, 2.828290, 0.623129], [-4.319802, -0.658770, 2.113029], [0.339668, 0.497930, -0.582941], [-0.284012, -3.961490, 2.056619], [1.266168, -4.872480, 2.386299], [3.853428, 2.867490, -0.939391], [-0.643442, 1.348580, 3.259639], [-0.824542, 0.414230, -3.142211], [2.151318, 4.299250, -0.120451], [2.712738, 1.139450, -3.547301], [-4.738692, 0.313680, -4.169841], [3.071438, 0.260310, -2.043811], [4.524128, 4.262030, -0.329971], [0.425678, 0.712090, 4.532029], [-0.206812, -1.682090, -1.017131], [1.283828, 2.302000, -2.481421], [2.298588, -1.404230, -0.170211], [1.463108, 2.501610, 0.816649], [0.971548, 0.949480, 2.816069], [-0.178492, -5.615360, 1.799559], [1.879748, -0.310520, -3.053101], [-1.686392, -1.135750, -3.068661], [-5.031852, -0.474570, -0.273491], [-0.199992, -0.710790, 2.134379], [-2.781672, 1.606800, -3.594301], [-0.282532, -4.483460, 4.376809], [-1.892612, 0.198900, -1.860281], [-3.942032, 1.028640, 1.817079], [3.009188, 4.612320, 1.420379], [-3.081592, -0.171100, 0.916549], [-2.314052, 0.416180, -4.842021], [1.542448, -2.891740, 0.054669]],
  "forces_ev_per_a": [[-0.19, 0.07, -0.59], [-0.03, 0.72, -1.35], [1.34, -2.00, 0.32], [-0.20, -0.17, 0.88], [-1.10, -1.04, 0.17], [0.37, 0.13, -0.29], [-1.25, -0.31, 0.58], [0.66, 0.19, 0.02], [0.04, -1.61, 0.20], [0.11, 0.30, 0.81], [1.84, 0.55, -0.45], [0.95, 0.52, -0.88], [0.35, -0.35, 1.26], [0.02, -0.01, -1.22], [-0.12, -1.40, 0.22], [1.31, 0.81, 0.11], [-0.81, -0.54, -0.45], [-0.25, 0.24, 0.10], [0.11, 0.07, 0.40], [-0.34, -0.17, 0.25], [0.24, -0.20, 0.14], [0.33, 0.34, -0.68], [0.15, 0.48, 0.86], [0.01, 0.53, 0.01], [-0.40, -0.54, 0.22], [-0.28, 0.03, 0.21], [0.27, -0.18, -0.16], [-0.44, 0.13, 0.16], [0.02, 0.21, 0.14], [0.12, 0.19, -0.12], [0.01, 0.90, 0.77], [0.25, 0.34, 0.09], [0.04, -0.32, -0.14], [-0.06, 0.39, -0.28], [-0.08, 1.31, -0.32], [-0.56, 0.73, -0.28], [-0.30, -0.54, 0.06], [0.36, 0.27, 0.46], [-0.05, -0.40, 0.24], [-0.53, 0.02, -0.27], [-0.04, -0.06, 0.15], [0.08, 0.01, -0.06], [0.03, 0.36, -0.01], [-0.50, 0.21, -0.39], [0.04, 0.12, 0.01], [-0.59, -0.23, 0.04], [-0.07, 0.05, 0.03], [0.08, 0.45, -0.23], [-0.11, -0.19, -0.38], [-0.71, 0.02, -0.47], [-0.12, -0.44, 0.09]],
  "lowdin_spin": [0.00, 0.00, 0.24, 0.00, 0.02, 0.00, 0.03, 0.03, 0.01, 0.01, 0.01, 0.05, 0.04, 0.00, 0.00, 0.05, 0.14, 0.00, 0.00, 0.00, 0.00, 0.01, 0.00, 0.00, 0.02, 0.00, 0.01, 0.04, 0.06, 0.00, 0.01, 0.01, 0.00, 0.00, 0.13, 0.00, 0.01, 0.00, 0.00, 0.01, 0.00, 0.00, 0.00, 0.02, 0.00, 0.00, 0.00, 0.00, 0.00, 0.01, 0.00],
  "homo_lumo_gap_ev": [2.279, 9.925],
  "largest_force_ev_per_a": 2.4,
  "total_charge": -1,
  "multiplicity": 2,
  "de_lowest_kcal_mol": 47.1
}

---

Entry 3:
{
  "formula": "C10H35BrN13O7",
  "method": "wB97M-V/def2-TZVPD",
  "species": ["Br", "O", "O", "O", "O", "O", "O", "O", "N", "N", "N", "N", "N", "N", "N", "N", "N", "N", "N", "N", "N", "C", "C", "C", "C", "C", "C", "C", "C", "C", "C", "H", "H", "H", "H", "H", "H", "H", "H", "H", "H", "H", "H", "H", "H", "H", "H", "H", "H", "H", "H", "H", "H", "H", "H", "H", "H", "H", "H", "H", "H", "H", "H", "H", "H", "H"],
  "positions_angstrom": [[0.161683, 0.390628, 0.478579], [-3.889769, -1.107540, 2.212837], [1.388369, -1.728732, 3.895743], [3.981076, -0.653820, -3.208789], [-3.616218, -1.545171, -2.661386], [0.976662, 4.025681, 4.856938], [1.828542, 2.758910, -4.591589], [-1.983625, 3.954571, -2.335643], [-2.757021, 0.591854, 3.058460], [-1.912718, -1.652741, -1.227501], [0.332072, 2.008507, -3.057410], [1.198232, 0.616478, -4.425267], [2.214811, 3.176217, 3.221741], [-4.308805, -0.341634, 4.211665], [-4.033275, 3.271680, -2.667760], [-0.517375, -1.876889, 2.862138], [-3.742231, -0.568730, -0.670734], [2.306092, -2.440119, -0.267906], [-2.673827, 2.186621, -1.347570], [0.039832, 2.815869, 3.324523], [-0.130554, -3.083655, 4.582090], [3.407912, -2.280341, -1.211525], [-2.856250, 3.216649, -2.102907], [-3.112637, -1.226026, -1.608840], [5.144351, -0.220916, -2.560248], [1.057808, 3.423848, 3.831141], [3.972891, -3.577606, -1.662350], [-3.726188, -0.312802, 3.096226], [1.164271, 1.861754, -4.094287], [3.025358, -1.271254, -2.319833], [0.296479, -2.226921, 3.702096], [-3.498842, 1.760557, -0.950183], [5.000530, -3.447101, -2.001502], [1.817894, -1.632636, 0.092295], [-1.380437, -1.116265, -0.557446], [-3.353694, -0.688183, 0.253857], [4.169910, -1.786903, -0.608226], [-4.716078, -0.413870, -0.889265], [2.196391, 2.696027, 2.333390], [3.923047, -4.228530, -0.789470], [-0.258133, -1.110213, 2.257912], [-0.835225, 3.003948, 3.792513], [0.540759, -3.582143, 5.148603], [5.803283, 0.071386, -3.377844], [-1.475324, -2.195845, 2.888460], [3.086473, 3.192304, 3.731691], [-2.761403, 1.293543, 3.784903], [5.683585, -1.074828, -2.150178], [-3.980581, 0.102180, 5.057474], [0.447948, 0.056579, -4.046187], [1.509167, -2.786412, -0.782783], [-4.667781, 2.549631, -2.357677], [0.358570, 1.285451, -2.352720], [4.961298, 0.591376, -1.856836], [2.237217, -1.675237, -2.955232], [-1.735790, 1.943707, -1.062651], [0.111267, 2.255635, 2.487193], [-1.001053, -3.543063, 4.355650], [-1.317229, -2.326650, -1.687225], [-2.190527, 0.702398, 2.229629], [3.403028, -4.011294, -2.484100], [-5.128443, -0.904318, 4.389679], [1.706376, 0.392165, -5.268818], [2.420649, -0.490583, -1.858350], [-4.181862, 4.063652, -3.276695], [-0.130936, 2.869167, -2.802490]],
  "forces_ev_per_a": [[0.51, 0.20, -0.30], [-0.78, -1.75, -2.52], [2.22, 0.96, -0.87], [-1.13, -1.64, 1.13], [-0.53, -0.05, -1.31], [-0.14, 1.89, 2.45], [-0.24, -0.03, -0.50], [4.51, 4.30, -1.50], [1.74, 2.20, -0.18], [3.65, -0.61, 1.28], [-1.81, 0.67, 2.58], [0.63, -4.11, -1.77], [2.19, -0.32, -1.76], [-4.29, -0.46, 6.55], [-2.67, 0.26, -0.72], [-6.02, 2.80, -7.11], [-1.04, 1.92, 1.58], [-1.06, -0.48, -1.48], [-0.12, -3.62, 3.17], [-4.00, -1.72, -2.09], [-2.11, -3.73, 2.63], [0.72, 2.20, 0.98], [-0.61, -0.56, -0.58], [-0.28, -1.92, -2.16], [0.74, -0.29, -0.93], [2.26, -0.05, 1.38], [-0.23, -0.73, -0.15], [2.89, -0.05, -2.54], [1.06, 3.75, 0.42], [-1.06, 1.14, -1.10], [5.95, -0.17, 5.39], [0.83, -0.63, 0.13], [-0.05, -0.07, 0.08], [0.85, 1.25, 1.03], [-0.40, -0.11, 0.03], [-1.11, 0.10, 0.43], [0.23, 0.11, 0.01], [0.11, -0.06, 0.66], [0.32, 0.00, 0.31], [0.34, -0.32, -0.25], [-0.34, -0.20, 0.16], [0.12, -0.14, -0.47], [-0.19, 0.25, -0.17], [-0.05, 0.62, 0.15], [0.11, 0.25, -0.38], [-0.40, 0.26, -0.10], [0.41, 0.08, -0.52], [-0.06, 0.04, 0.70], [0.14, 0.18, -0.47], [0.27, -0.25, -0.79], [-0.26, -1.34, -0.27], [-0.60, 0.69, -0.97], [-0.28, 0.20, -0.15], [0.12, -0.05, 0.14], [0.34, -0.67, -0.44], [-0.50, 0.09, 0.19], [-0.32, 0.11, 0.32], [0.24, -0.42, 0.48], [-0.87, 0.23, -0.63], [-0.20, 0.04, 0.30], [-0.07, -0.11, 0.02], [0.28, -0.15, -0.51], [-0.14, -0.40, 0.30], [0.43, 0.62, 0.65], [-0.65, -0.44, 0.18], [0.39, 0.25, -0.11]],
  "lowdin_spin": [0.61, 0.00, 0.01, 0.03, 0.00, 0.00, 0.00, 0.00, 0.00, 0.00, 0.00, 0.00, 0.00, 0.00, 0.00, 0.00, 0.00, 0.23, 0.00, 0.00, 0.00, 0.03, 0.00, 0.00, 0.00, 0.00, 0.01, 0.00, 0.00, 0.02, 0.00, 0.00, 0.00, 0.00, 0.00, 0.00, 0.00, 0.00, 0.00, 0.00, 0.00, 0.00, 0.00, 0.00, 0.00, 0.00, 0.00, 0.00, 0.00, 0.00, 0.00, 0.00, 0.00, 0.00, 0.00, 0.01, 0.01, 0.00, 0.00, 0.01, 0.00, 0.00, 0.00, 0.00, 0.00, 0.00],
  "homo_lumo_gap_ev": [9.126, 3.288],
  "largest_force_ev_per_a": 9.7,
  "multiplicity": 2
}